No. 1
{
  "formula": "C8H7F2N",
  "method": "the ωB97M-V functional and the def2-TZVPD basis",
  "species": ["C", "C", "C", "C", "C", "C", "C", "C", "N", "F", "F", "H", "H", "H", "H", "H", "H", "H"],
  "positions_angstrom": [[-2.641, -0.640, -0.425], [1.502, -1.593, 0.640], [0.188, -1.320, 0.391], [2.501, -0.555, 0.494], [-0.360, -0.073, 0.188], [2.369, 0.326, -0.491], [-1.649, 0.308, -0.104], [-2.069, 1.691, -0.226], [-3.318, -1.509, -0.717], [3.179, 1.447, -0.688], [-1.671, 2.349, 0.848], [1.789, -2.575, 0.929], [-0.552, -2.100, 0.668], [3.505, -0.551, 0.952], [0.326, 0.775, 0.090], [1.654, 0.289, -1.246], [-3.221, 1.668, -0.276], [-1.534, 2.063, -1.025]],
  "lumo_energy_ha": -0.032,
  "orbital_gap_ev": 7.96,
  "relative_energy_kcal_mol": 60.71,
  "homo_ev": -8.83,
  "smiles": "N#C\\C(=C/C=C\\C=C\\F)CF"
}


No. 2
{
  "formula": "C8H7F3N2",
  "method": "the ωB97M-V functional and the def2-TZVPD basis",
  "species": ["C", "C", "C", "C", "C", "C", "C", "C", "N", "N", "F", "F", "F", "H", "H", "H", "H", "H", "H", "H"],
  "positions_angstrom": [[-1.131, -1.498, -0.848], [-1.278, -1.183, 0.515], [-0.096, -0.901, -1.540], [-0.415, -0.319, 1.112], [-0.354, 2.462, -0.789], [1.082, 1.568, 0.859], [0.760, -0.034, -0.897], [-1.149, 3.582, -1.343], [0.311, 2.616, 0.265], [0.642, 0.246, 0.445], [-2.425, 3.499, -0.916], [-0.738, 4.842, -1.056], [-1.198, 3.524, -2.689], [-1.807, -2.182, -1.330], [-2.075, -1.621, 1.093], [0.057, -1.096, -2.590], [-0.510, -0.039, 2.150], [2.130, 1.712, 0.574], [0.990, 1.657, 1.944], [1.595, 0.426, -1.399]],
  "lumo_energy_ha": [-0.020, -0.020],
  "orbital_gap_ev": [6.36, 6.36],
  "relative_energy_kcal_mol": 38.96,
  "homo_ev": [-6.90, -6.90]
}


No. 3
{
  "formula": "C8H7F3O2S",
  "method": "the ωB97M-V functional and the def2-TZVPD basis",
  "species": ["C", "C", "C", "C", "C", "C", "C", "C", "O", "O", "F", "F", "F", "S", "H", "H", "H", "H", "H", "H", "H"],
  "positions_angstrom": [[1.157, -0.990, -2.520], [0.632, -1.939, -1.727], [1.229, 0.287, -2.096], [0.141, -1.631, -0.424], [0.780, 0.624, -0.801], [0.240, -0.311, 0.061], [-0.342, 0.092, 1.408], [0.308, 1.274, 2.029], [-2.772, -0.818, 0.916], [-2.052, 1.207, -0.282], [0.112, 1.408, 3.360], [-0.159, 2.416, 1.426], [-2.677, 1.401, 2.084], [-2.059, 0.438, 0.881], [1.548, -1.436, -3.496], [0.552, -3.018, -2.180], [1.635, 1.161, -2.555], [-0.229, -2.453, 0.287], [0.959, 1.545, -0.439], [-0.310, -0.702, 2.234], [1.306, 1.445, 1.834]],
  "lumo_energy_ha": 0.016,
  "orbital_gap_ev": 10.29,
  "relative_energy_kcal_mol": 0.00,
  "homo_ev": -9.85,
  "smiles": "O=S(=O)(F)[C@@H](c1ccccc1)C(F)F"
}


No. 4
{
  "formula": "C8H7FIN",
  "method": "the ωB97M-V functional and the def2-TZVPD basis",
  "species": ["C", "C", "C", "C", "C", "C", "C", "C", "N", "F", "I", "H", "H", "H", "H", "H", "H", "H"],
  "positions_angstrom": [[0.408, -1.944, 0.998], [0.809, 1.224, 0.243], [-0.954, -0.337, -0.575], [-0.595, 0.815, 0.084], [1.847, 0.476, 0.229], [0.885, -1.955, -0.253], [-0.092, -1.331, -1.331], [-1.523, 1.715, 0.797], [0.001, -1.973, 2.109], [0.479, -0.646, -2.366], [3.874, 0.678, 0.024], [0.810, 2.315, 0.271], [-1.942, -0.605, -0.419], [1.799, -2.267, -0.689], [-0.776, -2.020, -1.867], [-2.295, 1.133, 1.175], [-1.868, 2.366, 0.059], [-0.867, 2.359, 1.512]],
  "lumo_energy_ha": [-0.050, -0.037],
  "orbital_gap_ev": [7.30, 7.91],
  "relative_energy_kcal_mol": 87.62,
  "homo_ev": [-8.65, -8.92]
}


No. 5
{
  "formula": "C8H7FN2",
  "method": "the ωB97M-V functional and the def2-TZVPD basis",
  "species": ["C", "C", "C", "C", "C", "C", "C", "C", "N", "N", "F", "H", "H", "H", "H", "H", "H", "H"],
  "positions_angstrom": [[-0.211, -0.811, 2.391], [-0.895, 1.485, -1.947], [-1.322, 1.668, -0.588], [-0.063, 0.402, -2.188], [-0.910, 0.853, 0.403], [0.390, -0.415, -1.206], [0.008, -0.197, 0.126], [0.454, -1.025, 1.129], [-0.752, -0.713, 3.393], [1.345, -2.060, 1.065], [1.750, 0.968, 1.735], [-1.405, 2.145, -2.697], [-2.221, 2.427, -0.497], [0.446, 0.354, -3.077], [-1.301, 0.768, 1.423], [1.098, -1.106, -1.451], [1.931, -2.231, 0.143], [1.658, -2.512, 1.844]],
  "lumo_energy_ha": [-0.071, -0.071],
  "orbital_gap_ev": [6.87, 6.86],
  "relative_energy_kcal_mol": 76.35,
  "homo_ev": [-8.79, -8.79]
}


No. 6
{
  "formula": "C8H7FN2O2",
  "method": "the ωB97M-V functional and the def2-TZVPD basis",
  "species": ["C", "C", "C", "C", "C", "C", "C", "C", "N", "N", "O", "O", "F", "H", "H", "H", "H", "H", "H", "H"],
  "positions_angstrom": [[0.867, 1.416, -1.990], [-0.231, 0.780, -2.572], [1.210, 1.174, -0.669], [-0.933, -0.189, -1.841], [0.464, 0.313, 0.101], [-0.700, -0.303, -0.546], [-0.031, -0.075, 2.439], [-1.103, -1.966, 1.122], [0.738, 0.073, 1.386], [-1.527, -1.200, 0.283], [0.471, -0.684, 3.497], [-1.873, -2.303, 2.145], [0.184, -2.513, 1.286], [1.596, 2.007, -2.571], [-0.393, 0.829, -3.636], [1.997, 1.611, -0.233], [-1.640, -0.820, -2.187], [-1.093, 0.215, 2.572], [1.359, -1.104, 3.063], [-1.568, -2.851, 2.855]],
  "lumo_energy_ha": 0.021,
  "orbital_gap_ev": 8.59,
  "relative_energy_kcal_mol": 23.55,
  "homo_ev": -8.02,
  "smiles": "O/C=N/c1ccccc1/N=C(/O)F"
}


No. 7
{
  "formula": "C8H7N",
  "method": "the ωB97M-V functional and the def2-TZVPD basis",
  "species": ["C", "C", "C", "C", "C", "C", "C", "C", "N", "H", "H", "H", "H", "H", "H", "H"],
  "positions_angstrom": [[0.498, 2.302, -0.434], [0.445, -0.884, 0.948], [-0.073, 0.614, -1.713], [1.110, 0.347, 1.359], [0.162, 1.242, 0.559], [-0.440, 0.192, -0.509], [-0.446, -1.162, -0.019], [-1.086, -2.339, -0.634], [0.211, 1.932, -1.631], [0.555, 3.386, -0.012], [2.229, 0.364, 1.147], [1.162, 0.618, 2.364], [-0.674, 1.529, 1.130], [-1.901, -2.909, -0.086], [-0.256, -3.068, -0.919], [-1.496, -2.163, -1.550]],
  "lumo_energy_ha": [0.001, -0.034],
  "orbital_gap_ev": [8.03, 6.61],
  "relative_energy_kcal_mol": 179.33,
  "homo_ev": [-8.01, -7.52]
}


No. 8
{
  "formula": "C8H7N4O3",
  "method": "the ωB97M-V functional and the def2-TZVPD basis",
  "species": ["C", "C", "C", "C", "C", "C", "C", "C", "N", "N", "N", "N", "O", "O", "O", "H", "H", "H", "H", "H", "H", "H"],
  "positions_angstrom": [[-2.719, 0.543, -0.302], [-1.312, 0.376, -0.306], [-1.080, -0.996, -0.066], [1.499, 0.249, -1.371], [1.820, -1.178, 2.016], [0.808, 1.164, 0.619], [-0.282, 1.469, -0.498], [1.245, -1.227, 0.534], [-3.343, -0.650, -0.158], [-2.304, -1.537, -0.048], [0.532, 1.136, -1.732], [1.487, 0.064, -0.013], [2.902, -1.763, 1.836], [2.301, -0.287, -2.121], [1.252, -0.651, 2.936], [-3.265, 1.397, -0.687], [1.632, 2.042, 0.857], [0.430, 0.873, 1.596], [-0.813, 2.355, -0.678], [1.644, -2.143, 0.030], [-2.536, -2.470, 0.252], [0.101, 1.233, -2.695]],
  "lumo_energy_ha": 0.123,
  "charge": -1,
  "orbital_gap_ev": 8.17,
  "relative_energy_kcal_mol": 26.50,
  "homo_ev": -4.82
}


No. 9
{
  "formula": "C8H7N9O",
  "method": "the ωB97M-V functional and the def2-TZVPD basis",
  "species": ["O", "N", "N", "N", "N", "N", "C", "C", "C", "C", "C", "C", "C", "C", "N", "N", "N", "N", "H", "H", "H", "H", "H", "H", "H"],
  "positions_angstrom": [[0.957, -2.154, 2.825], [-2.374, -0.642, 1.252], [2.067, 1.482, -2.409], [-0.253, 1.145, -2.312], [-1.226, 0.540, -0.330], [1.325, -0.226, 0.686], [0.036, -1.547, 2.268], [-2.324, -1.358, 2.293], [0.904, 1.426, -2.934], [-1.125, -0.227, 0.705], [0.151, -0.579, 1.204], [2.235, 0.970, -1.183], [-0.096, 0.832, -0.969], [1.167, 0.581, -0.390], [-3.611, -1.765, 2.551], [-1.146, -1.757, 2.869], [0.506, 1.822, -4.151], [3.573, 0.870, -0.954], [-3.741, -2.045, 3.524], [-4.307, -1.293, 2.136], [-1.170, -2.393, 3.593], [1.115, 2.536, -4.521], [-0.482, 1.915, -4.123], [4.007, 1.566, -1.441], [3.810, 0.301, -0.191]],
  "lumo_energy_ha": -0.038,
  "orbital_gap_ev": 7.42,
  "homo_ev": -8.45,
  "smiles": "Nc1nc(N)c2nc3c(=O)[nH]c(N)nc3nc2n1"
}


No. 10
{
  "formula": "C8H7NO3",
  "method": "the ωB97M-V functional and the def2-TZVPD basis",
  "species": ["C", "C", "C", "C", "C", "C", "C", "C", "H", "H", "H", "H", "H", "H", "H", "N", "O", "O", "O"],
  "positions_angstrom": [[-0.760, 1.356, -0.386], [-1.930, -0.836, 0.022], [0.522, -0.888, 0.049], [1.659, -1.597, 0.019], [2.875, -0.889, 0.035], [2.927, 0.483, -0.031], [1.724, 1.218, -0.162], [0.543, 0.550, -0.136], [-0.866, 2.046, 1.525], [-0.825, 1.892, -1.331], [-2.757, 0.851, -0.904], [1.710, -2.711, 0.026], [3.833, -1.439, 0.253], [3.917, 1.015, 0.139], [1.683, 2.295, -0.208], [-1.854, 0.450, -0.430], [-1.038, 2.387, 0.589], [-3.102, -1.297, 0.118], [-0.745, -1.525, 0.174]],
  "lumo_energy_ha": 0.018,
  "orbital_gap_ev": 10.06,
  "relative_energy_kcal_mol": 0.00,
  "homo_ev": -9.57,
  "smiles": "O=C1N[C@@H](O)c2ccccc2O1"
}